# C15H17FeN

A structure of composition C15H17FeN in a non-equilibrium geometry (ωB97M-V/def2-TZVPD, the Open Molecules 2025 dataset).

Summary:
* 2S+1: 6
* largest force on an atom: 0.05305 hartree/bohr
* calculated total energy: -51698.9149 eV
* relative energy (zero: lowest compared OMol25 entry of this formula, charge and spin): 159.5 kcal/mol
* HOMO energy (spin up / spin down): -0.0684 / -0.1260 hartree
* frontier orbital gap (spin up / spin down): 5.270 / 6.652 eV
* LUMO energy (spin up / spin down): 0.125 / 0.118 Eh
* charge: -1

```
34
C15H17FeN (ωB97M-V/def2-TZVPD)
C 0.453 -1.170 -2.879
C -0.852 -1.094 -2.346
C -0.827 -1.685 -1.022
C 0.483 -2.165 -0.807
C 1.411 -1.735 -1.877
Fe 0.543 -0.086 -1.097
C -0.849 1.504 -1.236
C -0.658 2.508 -2.172
C 0.405 2.769 -2.904
N 2.906 -0.900 -1.312
H -1.696 -1.809 -0.360
H -1.769 -0.710 -2.819
H 0.787 -2.748 0.051
H 2.203 -2.378 -2.198
H 0.718 -0.841 -3.876
H -1.806 1.119 -1.314
H 3.067 -0.045 -1.947
H -0.825 1.707 -0.156
H 0.486 3.597 -3.587
H 1.413 2.303 -3.115
C 1.103 0.092 0.760
C 0.144 0.088 1.900
C -0.576 -1.062 2.283
C -1.497 -1.016 3.333
C -1.685 0.166 4.059
C -0.952 1.307 3.710
C -0.070 1.275 2.630
H 1.621 1.065 0.656
H 1.809 -0.749 0.793
H -0.415 -2.005 1.763
H -2.076 -1.908 3.586
H -2.402 0.203 4.880
H -1.078 2.231 4.278
H 0.482 2.171 2.345
```



# C27H55BrO13PbS6

A structure of composition C27H55BrO13PbS6 in a non-equilibrium geometry (ωB97M-V/def2-TZVPD, the Open Molecules 2025 dataset).

Summary:
* 2S+1: 2
* largest force on an atom: 0.06883 hartree/bohr
* calculated total energy: -195800.5954 eV
* HOMO energy (spin up / spin down): -0.3893 / -0.3849 hartree
* frontier orbital gap (spin up / spin down): 8.932 / 5.324 eV
* LUMO energy (spin up / spin down): -0.061 / -0.189 Eh
* charge: +1

```
103
C27H55BrO13PbS6 (ωB97M-V/def2-TZVPD)
Pb 0.250 -0.396 -0.297
C 0.341 -1.740 4.069
C 1.215 -0.647 3.434
C 2.545 -0.770 4.085
O 1.320 -0.687 1.973
H 0.424 -1.769 5.156
H 0.437 -2.768 3.719
H -0.696 -1.508 3.828
H 0.766 0.289 3.766
H 3.340 -0.217 3.583
H 2.856 -1.805 4.230
H 2.407 -0.295 5.056
Br 1.889 -2.057 -2.149
C 0.967 4.253 3.728
C -0.520 4.377 3.774
C -1.275 3.545 2.769
S -0.010 3.098 1.422
O 0.036 4.194 0.455
O -0.215 1.745 0.956
C 1.396 3.231 2.581
H 1.383 3.903 4.673
H 1.386 5.227 3.477
H -0.710 5.435 3.592
H -1.088 4.272 4.698
H -2.162 3.869 2.225
H -1.548 2.613 3.263
H 2.263 3.690 2.106
H 1.674 2.223 2.889
C -4.542 -1.630 2.579
C -5.041 -1.753 1.103
C -5.019 -0.368 0.533
S -3.447 0.367 1.104
O -3.644 1.719 1.595
O -2.206 0.113 0.356
C -3.265 -0.777 2.623
H -4.342 -2.631 2.960
H -5.323 -1.211 3.214
H -5.979 -2.290 0.959
H -4.315 -2.465 0.709
H -5.813 0.210 1.007
H -5.049 -0.301 -0.554
H -3.211 -0.068 3.449
H -2.229 -1.105 2.535
C -1.017 -6.144 0.194
C 0.412 -5.643 0.347
C 0.414 -4.426 1.290
S -1.269 -3.614 0.996
O -1.079 -2.346 0.305
O -1.906 -3.695 2.331
C -1.944 -4.912 -0.045
H -1.218 -6.723 1.095
H -1.133 -6.888 -0.595
H 0.751 -5.370 -0.653
H 1.075 -6.450 0.658
H 1.201 -3.707 1.063
H 0.413 -4.666 2.353
H -1.883 -4.692 -1.111
H -3.015 -5.041 0.113
C 2.255 4.040 -4.030
C 3.039 2.744 -4.002
C 1.982 1.578 -3.995
S 0.402 2.245 -3.265
O 0.109 1.661 -1.954
O -0.621 2.388 -4.313
C 1.098 3.906 -2.977
H 1.832 4.092 -5.033
H 2.936 4.892 -4.023
H 3.631 2.822 -3.090
H 3.752 2.557 -4.806
H 2.281 0.740 -3.364
H 1.592 1.143 -4.915
H 1.595 3.810 -2.011
H 0.225 4.555 -2.913
C -3.217 -0.007 -5.103
C -3.092 -1.493 -5.544
C -2.263 -2.237 -4.464
S -2.692 -1.486 -2.813
O -1.401 -1.140 -2.199
O -3.735 -2.287 -2.149
C -3.445 0.056 -3.571
H -3.982 0.512 -5.681
H -2.326 0.530 -5.430
H -2.604 -1.409 -6.515
H -4.065 -1.971 -5.655
H -1.211 -1.987 -4.600
H -2.337 -3.319 -4.354
H -3.108 0.928 -3.009
H -4.519 -0.048 -3.420
C 5.641 0.787 1.250
C 6.111 0.983 -0.217
C 4.763 0.813 -1.047
S 3.516 1.838 -0.204
O 2.215 1.208 -0.420
O 3.620 3.239 -0.534
C 4.266 1.471 1.494
H 6.463 1.232 1.812
H 5.563 -0.235 1.620
H 6.832 0.235 -0.548
H 6.665 1.919 -0.289
H 4.539 -0.249 -0.948
H 4.801 0.939 -2.129
H 3.496 0.765 1.807
H 4.348 2.447 1.973
```



# C42H38F3N4O4PRu

A structure of composition C42H38F3N4O4PRu in a non-equilibrium geometry (ωB97M-V/def2-TZVPD, the Open Molecules 2025 dataset).

Summary:
* 2S+1: 2
* largest force on an atom: 0.03136 hartree/bohr
* calculated total energy: -78336.6037 eV
* relative energy (zero: lowest compared OMol25 entry of this formula, charge and spin): 0.0 kcal/mol
* HOMO energy (spin up / spin down): -0.3837 / -0.3825 hartree
* frontier orbital gap (spin up / spin down): 6.668 / 6.700 eV
* LUMO energy (spin up / spin down): -0.139 / -0.136 Eh
* charge: +1

```
93
C42H38F3N4O4PRu (ωB97M-V/def2-TZVPD)
Ru 0.262 0.800 0.907
C -5.355 -1.462 4.316
O -4.012 -1.827 4.028
C -3.747 -3.141 3.779
C -4.691 -4.156 3.860
C -4.323 -5.473 3.626
C -3.014 -5.792 3.303
C -2.079 -4.775 3.197
C -2.432 -3.452 3.418
N -1.398 -2.464 3.357
C -1.242 -1.490 2.410
N -2.387 -1.124 1.764
C -2.590 -0.482 0.552
C -1.705 0.434 -0.061
C -2.100 0.946 -1.330
C -3.238 0.528 -1.954
C -4.112 -0.376 -1.326
C -3.798 -0.877 -0.090
O -4.557 -1.754 0.620
C -5.758 -2.225 0.022
N -0.082 -0.952 2.170
C 1.051 -1.721 2.623
C 1.348 -2.873 1.889
C 2.447 -3.659 2.168
C 3.290 -3.293 3.211
C 3.003 -2.171 3.961
C 1.886 -1.376 3.695
O 1.772 -0.293 4.509
C 0.492 0.183 4.885
H -5.350 -0.381 4.437
H -5.699 -1.932 5.239
H -6.019 -1.733 3.493
H -5.713 -3.932 4.130
H -5.069 -6.252 3.706
H -2.722 -6.818 3.130
H -1.052 -4.998 2.931
H -0.518 -2.768 3.747
H -3.230 -1.549 2.123
H -1.472 1.668 -1.827
H -3.488 0.912 -2.933
H -5.020 -0.677 -1.827
H -6.458 -1.405 -0.151
H -6.186 -2.930 0.728
H -5.548 -2.737 -0.919
H 0.701 -3.117 1.055
H 2.655 -4.534 1.569
H 4.165 -3.885 3.442
H 3.634 -1.870 4.787
H 0.659 0.866 5.715
H -0.154 -0.637 5.216
H 0.026 0.731 4.071
O 2.255 -1.156 -0.541
N 2.067 -0.166 0.401
C 3.093 0.180 1.071
C 2.900 1.261 2.022
C 3.972 1.741 2.765
C 3.791 2.818 3.617
C 2.536 3.400 3.708
C 1.462 2.911 2.968
C 1.606 1.823 2.118
P -1.499 1.989 1.313
C -2.466 2.126 2.836
C -3.108 3.346 3.122
C -3.751 3.539 4.332
C -3.797 2.517 5.268
C -3.182 1.305 5.003
C -2.514 1.114 3.805
C -2.214 3.376 0.415
C -1.482 4.555 0.302
C -2.067 5.670 -0.284
C -3.365 5.603 -0.761
C -4.102 4.430 -0.634
C -3.533 3.323 -0.031
H 1.584 -0.960 -1.211
H 4.049 -0.302 0.889
H 4.945 1.274 2.668
H 4.620 3.206 4.194
H 2.384 4.252 4.360
H 0.501 3.400 3.092
H -3.082 4.154 2.407
H -4.223 4.489 4.542
H -4.307 2.671 6.211
H -3.207 0.505 5.732
H -2.029 0.176 3.640
H -0.467 4.605 0.672
H -1.501 6.587 -0.374
H -3.812 6.471 -1.229
H -5.120 4.386 -0.998
H -4.111 2.414 0.091
F 2.157 2.415 -0.621
C 0.897 1.918 -0.725
F 0.177 2.970 -1.219
F 0.962 1.057 -1.817
```